Formula: C3H12N2
Source: the Open Molecules 2025 dataset
Level of theory: wB97M-V/def2-TZVPD

```
17
Properties=species:S:1:pos:R:3:forces:R:3:mulliken_charge:R:1
C 0.581846 0.887374 1.794729 -0.244 -0.010 0.345 -0.265
H 1.404548 0.775450 1.051591 -0.087 1.027 0.943 0.256
C -0.708643 1.189848 0.948762 1.156 -0.319 1.823 -0.648
N 0.527971 -0.437977 2.407150 1.639 -0.679 0.192 -0.581
H -0.758389 2.297007 1.001875 -1.130 -0.755 0.082 0.314
H -0.650779 0.160802 -3.184226 -0.511 -0.905 0.610 0.254
C 0.093207 -0.589315 -2.814936 -0.501 0.276 -0.175 -0.779
H 0.650615 1.709792 2.590986 0.578 -0.887 -1.282 0.282
H -0.283431 -1.337732 -0.834123 -0.430 -0.343 -1.135 0.209
H 0.834551 0.094150 -2.457781 0.845 0.043 0.709 0.287
H -0.978620 -2.321588 -2.179363 1.544 1.754 1.354 0.200
H -0.312915 -0.595982 2.887538 -1.355 -0.110 0.725 0.178
H 0.512591 -0.980819 -3.743938 -0.003 -0.516 0.224 0.322
H -0.446486 0.975064 -0.053038 -0.250 -0.507 -1.202 -0.060
N -0.223766 -1.646537 -1.817221 -0.924 -0.316 -1.531 -0.485
H 1.290733 -0.681557 3.085039 -0.851 0.719 -1.157 0.214
H -1.533033 0.502019 1.316956 0.524 1.530 -0.523 0.302
```
Positions in Å, forces in eV/Å.

For the HOMO energy, the calculation gives -8.84 eV. As for the spin multiplicity: 1. The calculation puts the LUMO energy at 1.07 eV.